Record 1
This record from the Open Molecules 2025 dataset describes C34H37FeN2O3 as an isolated structure. The level of theory is the ωB97M-V functional and the def2-TZVPD basis.

Geometry (Å):
Fe -0.379 1.295 0.973
C 1.265 2.024 2.833
C 1.312 0.654 2.859
C 0.012 0.170 3.323
C -0.794 1.273 3.608
C -0.050 2.431 3.314
C -0.495 3.843 3.475
C -2.175 1.188 4.184
C -0.360 -1.252 3.566
C 2.527 -0.199 2.660
C 2.405 2.961 2.568
H 0.323 4.471 3.837
H -1.329 3.919 4.171
H -0.834 4.244 2.516
H -2.163 0.642 5.131
H -2.865 0.674 3.513
H -2.590 2.176 4.367
H -0.031 -1.566 4.564
H 0.106 -1.919 2.840
H -1.441 -1.389 3.514
H 2.261 -1.204 2.327
H 3.072 -0.309 3.603
H 3.216 0.235 1.933
H 2.713 3.456 3.494
H 2.133 3.743 1.856
H 3.271 2.431 2.173
O -2.069 2.333 1.368
C -3.339 2.021 1.253
C -4.295 2.572 2.136
C -5.630 2.239 2.057
C -6.092 1.347 1.082
C -5.188 0.841 0.177
C -3.826 1.167 0.236
C -2.941 0.745 -0.822
N -1.689 0.968 -0.786
N -0.979 0.705 -1.945
C 0.238 1.126 -1.779
O 0.724 1.673 -0.702
C 1.174 0.961 -2.933
C 0.930 0.026 -3.939
C 1.835 -0.131 -4.978
C 2.983 0.652 -5.033
C 3.228 1.586 -4.034
C 2.330 1.734 -2.984
H -3.934 3.272 2.883
H -6.334 2.682 2.753
H -7.139 1.081 1.027
H -5.528 0.181 -0.618
H -3.371 0.305 -1.725
H 0.027 -0.571 -3.884
H 1.642 -0.866 -5.750
H 3.681 0.543 -5.854
H 4.122 2.198 -4.071
H 2.510 2.453 -2.195
C 1.535 -5.302 -4.053
C 1.371 -4.204 -3.036
C 0.145 -3.968 -2.429
C -0.030 -2.958 -1.493
C -1.397 -2.759 -0.897
C 1.084 -2.158 -1.155
C 1.029 -1.121 -0.142
O 0.051 -0.797 0.516
C 2.331 -2.361 -1.788
C 3.532 -1.478 -1.523
C 2.449 -3.383 -2.713
H 0.717 -6.021 -4.002
H 2.477 -5.833 -3.901
H 1.556 -4.881 -5.062
H -0.707 -4.585 -2.692
H -2.130 -3.360 -1.437
H -1.691 -1.714 -0.938
H -1.413 -3.052 0.157
H 1.972 -0.596 0.044
H 3.297 -0.429 -1.720
H 4.350 -1.762 -2.181
H 3.887 -1.561 -0.493
H 3.404 -3.546 -3.204

Forces on the atoms, in the same order (eV/Å):
Fe -0.6 0.4 0.0
C -0.2 0.5 -0.1
C 0.0 -0.5 -0.3
C 0.0 0.0 0.0
C 0.1 -0.2 0.1
C 0.1 0.2 -0.1
C 0.1 0.0 -0.1
C 0.1 0.0 0.0
C 0.1 0.0 0.0
C -0.1 0.0 0.0
C -0.2 0.0 -0.1
H 0.0 0.0 0.0
H 0.0 0.0 0.0
H 0.0 0.0 0.0
H 0.0 0.0 0.0
H 0.0 0.0 0.0
H 0.0 0.0 0.0
H 0.0 0.0 0.0
H 0.0 0.0 0.0
H 0.0 0.0 0.0
H 0.0 0.0 0.0
H 0.0 0.0 0.0
H 0.0 0.0 0.0
H 0.0 0.0 0.0
H 0.0 0.0 0.0
H 0.0 0.0 0.0
O -0.2 -0.2 0.4
C 0.3 0.2 -0.1
C 0.0 0.1 0.0
C 0.1 0.0 0.0
C 0.0 0.0 0.0
C 0.0 -0.1 -0.1
C 0.0 -0.2 0.0
C -0.5 0.1 -0.1
N 0.5 -0.3 0.1
N -0.1 -0.1 0.2
C 0.4 0.2 -0.2
O 0.0 -0.1 0.4
C 0.0 0.0 0.1
C 0.0 0.0 0.1
C 0.0 0.0 0.0
C 0.0 0.0 0.0
C 0.0 0.0 0.0
C 0.1 0.0 -0.1
H -0.1 0.0 -0.1
H 0.1 0.0 0.0
H 0.0 0.0 0.0
H 0.0 0.1 0.1
H 0.0 0.0 0.0
H 0.1 0.0 0.0
H 0.0 0.0 0.0
H 0.0 0.0 0.0
H 0.0 0.0 0.0
H 0.0 0.0 0.0
C 0.0 0.1 0.0
C 0.1 0.0 0.0
C 0.0 0.0 0.0
C 0.0 0.1 0.0
C 0.1 0.0 0.1
C 0.0 -0.3 0.1
C 0.3 0.0 -0.1
O -0.5 -0.1 0.2
C 0.1 0.1 0.0
C -0.1 -0.1 0.0
C 0.0 -0.1 -0.1
H 0.0 0.0 0.0
H 0.0 0.0 0.0
H 0.0 0.0 0.0
H 0.0 0.0 0.0
H 0.1 0.0 0.0
H 0.0 0.0 0.0
H 0.0 0.0 -0.1
H -0.1 0.1 -0.1
H 0.0 -0.1 0.0
H 0.0 0.0 0.0
H 0.0 0.0 0.0
H -0.1 0.0 0.0

Expectation value of S²: 8.773
Gap between HOMO and LUMO (alpha / beta) (eV): 6.801 / 6.153
E (Eh): -2916.7487
Largest force on an atom (hartree/bohr): 0.014
2S+1: 6



Record 2
This record from the Open Molecules 2025 dataset describes C4H4N2O in the gas phase. The level of theory is the ωB97M-V functional and the def2-TZVPD basis.

Geometry (Å):
N -1.747 -0.057 -1.481
C -1.397 0.283 -0.360
C -1.022 0.568 0.879
N 0.298 0.688 1.346
C 1.292 0.098 0.806
C 1.288 -0.893 -0.318
O 2.247 -1.019 -1.047
H -1.842 0.679 -2.180
H -1.795 0.867 1.581
H 2.286 0.318 1.203
H 0.392 -1.533 -0.429

Forces on the atoms, in the same order (eV/Å):
N 0.2 0.2 0.6
C 0.0 -0.1 -0.3
C -0.2 0.0 -0.1
N 0.2 -0.2 -0.2
C -0.1 0.2 0.1
C 0.2 0.0 -0.2
O -0.4 0.0 0.3
H 0.0 0.0 0.1
H 0.1 -0.1 -0.1
H -0.1 0.0 -0.1
H 0.1 0.1 0.0

Gap between HOMO and LUMO (eV): 8.620
Structure (SMILES): N=C=C/N=C\C=O
E (Eh): -339.4799
Largest force on an atom (hartree/bohr): 0.013